Entry 1:
The following is a DFT calculation (ωB97M-V/def2-TZVPD) of C26H37GdN2O4P2 as an isolated structure in a non-equilibrium geometry.

Element x y z (Å)
Gd: 0.47406 0.12106 -0.01554
P: -0.39236 0.43171 -2.68234
C: -1.80892 1.58086 -2.26966
C: -2.60414 1.31704 -1.00049
N: -1.97417 0.85493 0.10869
C: -2.65223 0.81005 1.27788
C: -3.99674 1.16750 1.34039
C: -4.65676 1.61415 0.20658
C: -3.94994 1.68201 -0.98623
C: -1.97505 0.35090 2.56652
P: -0.13655 0.55733 2.70544
H: -4.39420 2.01681 -1.92444
H: -4.49384 1.09505 2.29564
H: -5.69261 1.91791 0.23476
H: -2.41654 0.90068 3.41002
H: -2.17807 -0.71884 2.72088
H: -1.22661 2.51467 -2.07170
H: -2.46644 1.71440 -3.14157
H: 0.03064 3.18793 -0.78567
O: -0.25049 3.59158 -1.65469
H: -0.89062 4.32180 -1.54011
H: 2.16263 0.59497 -1.00852
O: 0.75314 2.23575 0.15539
H: 1.42656 2.83331 0.50100
C: -0.04152 2.24338 3.41916
H: -0.52346 2.25326 4.41378
H: 1.01767 2.52034 3.51848
H: -0.54319 2.95746 2.74936
C: 0.30424 -0.47845 4.12462
H: 1.39078 -0.45662 4.24843
H: -0.17605 -0.12176 5.05106
H: 0.00619 -1.51638 3.93149
C: -0.99853 -0.92870 -3.70183
H: -1.26998 -0.60656 -4.73487
H: -0.16617 -1.65716 -3.75714
H: -1.84947 -1.43269 -3.21692
C: 0.58907 1.44863 -3.84966
H: 1.48810 0.85530 -4.09605
H: 0.01349 1.67206 -4.78344
H: 0.89280 2.39505 -3.35978
C: 3.65626 -4.43490 3.84518
C: 3.58780 -3.21350 2.99052
C: 4.05636 -2.02127 3.54068
C: 4.01283 -0.81417 2.83539
C: 3.50457 -0.80216 1.54450
C: 3.04015 -2.00032 0.96329
N: 2.47802 -1.87230 -0.31690
C: 2.35778 -2.82982 -1.36749
C: 3.45193 -3.13924 -2.19399
C: 3.31391 -4.11206 -3.19031
C: 2.11950 -4.83412 -3.30256
C: 1.03138 -4.51226 -2.49961
C: 1.12579 -3.47346 -1.57763
C: -0.02196 -3.15773 -0.64805
O: -0.58205 -4.11257 -0.10323
O: -0.34819 -1.90092 -0.51964
C: 3.07152 -3.22390 1.68532
C: 2.55801 -4.50919 1.12047
H: 2.67060 -4.84581 4.05671
H: 4.26187 -5.21964 3.39731
H: 4.11348 -4.18172 4.79681
H: 4.47391 -2.03886 4.55377
H: 4.37880 0.11283 3.28996
H: 3.46774 0.12329 0.96368
H: 2.69889 -0.95550 -0.74680
H: 4.39520 -2.57857 -2.06443
H: 4.17053 -4.32718 -3.83370
H: 2.03280 -5.62422 -4.04578
H: 0.10477 -5.07102 -2.53313
H: 1.46792 -4.50153 0.95649
H: 3.04684 -4.77282 0.17020
H: 2.77821 -5.31920 1.82930

Kohn-Sham gap (spin up / spin down): 8.15 / 4.98 eV
HOMO energy (spin up / spin down): -14.3650 / -14.2037 eV
multiplicity: 8
total charge: +2
total energy: -78126.595 eV
LUMO level (spin up / spin down): -6.219 / -9.220 eV

***

Entry 2:
The following is a DFT calculation (ωB97M-V/def2-TZVPD) of C26H37GdO8P2 as an isolated structure in a non-equilibrium geometry.

Element x y z (Å)
Gd: -0.89191 0.30599 -0.01057
C: -3.37218 2.66702 -0.41782
C: -3.11567 2.13371 -1.79973
O: -1.76045 1.67424 -1.94157
C: -0.79822 2.62954 -2.42344
C: -0.23930 3.50548 -1.31535
O: -0.11440 2.71993 -0.12993
C: 0.50258 3.40280 0.96393
C: 0.36286 2.50544 2.18662
O: -0.88633 1.79933 2.13668
C: -2.01874 2.61692 2.43879
C: -3.23780 1.93786 1.87782
O: -3.05005 1.61263 0.49472
H: -4.42545 2.93773 -0.31641
H: -2.76070 3.54541 -0.20267
H: -3.34926 2.88342 -2.55621
H: -3.74562 1.26151 -1.96968
H: -1.24547 3.25379 -3.19668
H: -0.00875 2.03223 -2.86413
H: -0.88322 4.36131 -1.10002
H: 0.73594 3.88808 -1.62571
H: 0.00928 4.36810 1.09993
H: 1.55790 3.58472 0.75240
H: 0.43764 3.09547 3.10070
H: 1.13137 1.73932 2.20251
H: -1.88629 3.61243 2.00864
H: -2.12006 2.72027 3.52132
H: -4.12439 2.56048 2.00412
H: -3.40017 0.99463 2.39300
C: -2.91171 -1.67052 3.12106
P: -2.35371 -1.64691 1.38716
C: -3.81510 -2.38355 0.56360
C: -1.01540 -2.89268 1.30280
C: -0.60699 -3.57472 2.44910
C: 0.47850 -4.43875 2.41429
C: 1.18073 -4.62172 1.23370
C: 0.78735 -3.95101 0.08571
C: -0.30438 -3.08916 0.10034
P: -0.86953 -2.26060 -1.43079
C: -1.98481 -3.54571 -2.10912
C: 0.52425 -2.39129 -2.59621
H: -2.15117 -1.28880 3.80045
H: -3.19142 -2.68305 3.41132
H: -3.79994 -1.04382 3.20037
H: -3.86311 -3.45287 0.77023
H: -3.80634 -2.21575 -0.50966
H: -4.70839 -1.90751 0.97058
H: -1.12683 -3.43726 3.38742
H: 0.77434 -4.96390 3.31324
H: 2.03321 -5.28767 1.20403
H: 1.34655 -4.10522 -0.82828
H: -1.38953 -4.44047 -2.28992
H: -2.41873 -3.21059 -3.05240
H: -2.78430 -3.79192 -1.41915
H: 0.73962 -3.43590 -2.81673
H: 1.41837 -1.89774 -2.22441
H: 0.22878 -1.89773 -3.52279
O: 1.04454 -0.23407 0.78870
C: 1.56105 0.12165 -0.33407
O: 0.75692 0.35424 -1.31326
C: 2.99626 0.26855 -0.47307
C: 3.81893 -0.36503 0.45262
C: 5.20646 -0.29927 0.34302
C: 5.70454 0.43152 -0.70825
O: 6.99164 0.64363 -1.01542
C: 7.01431 1.43535 -2.21847
O: 5.64464 1.73998 -2.53498
C: 4.88402 1.08245 -1.62882
C: 3.52633 1.01295 -1.55411
H: 3.36933 -0.92687 1.26074
H: 5.86485 -0.79158 1.04590
H: 7.45778 0.85504 -3.02230
H: 7.56037 2.35499 -2.03570
H: 2.88461 1.49352 -2.27971

Kohn-Sham gap (spin up / spin down): 6.10 / 8.17 eV
HOMO energy (spin up / spin down): -12.9196 / -12.9257 eV
multiplicity: 8
total charge: +2
total energy: -83342.987 eV
LUMO level (spin up / spin down): -6.816 / -4.757 eV

***

Entry 3:
The following is a DFT calculation (ωB97M-V/def2-TZVPD) of C26H37IrO6 as an isolated structure in a non-equilibrium geometry.

Element x y z (Å)
C: 0.35046 -0.73422 -3.69036
C: 0.09845 -1.51011 -2.38473
C: -0.03496 0.72100 -3.43006
C: -0.87497 0.74037 -2.11920
H: -0.62576 1.08347 -4.27829
H: 0.85171 1.35491 -3.32020
C: -1.09206 -0.79273 -1.74229
H: 0.96297 -1.42268 -1.73134
H: -0.06805 -2.57620 -2.60944
C: -1.37430 -1.03369 -0.26102
H: -1.97090 -1.13008 -2.30744
H: -1.89553 1.14755 -2.34824
C: -0.34137 1.64136 -1.16690
C: 1.77652 -0.91783 -4.21170
C: -0.42554 -1.34045 -4.88319
O: -0.93002 -0.69586 -5.78306
O: 2.76596 -0.96151 -3.48970
O: 1.84249 -1.05172 -5.54439
O: -0.45769 -2.68362 -4.85095
C: -1.02871 -3.27220 -6.03072
H: -0.90081 -4.34790 -5.88922
H: -0.49469 -2.92963 -6.91935
H: -2.08657 -3.01463 -6.11547
C: 3.16653 -1.26710 -6.03957
H: 3.83901 -0.46632 -5.71923
H: 3.06497 -1.27929 -7.13237
H: 3.55219 -2.22749 -5.68280
O: -0.58522 -0.34254 0.70919
H: -1.19376 -2.11743 -0.02453
H: -2.40959 -0.71238 -0.12556
C: -1.22975 2.40967 -0.27529
C: 1.08233 1.69719 -0.86194
H: 1.39588 2.57280 -1.44994
H: 1.70016 0.83034 -1.18887
H: 1.35293 1.91279 0.18635
H: -0.91141 2.54613 0.78031
H: -2.26885 2.04808 -0.25359
H: -1.21839 3.39148 -0.76746
Ir: -0.38053 -0.33873 2.47961
C: -1.95607 -0.01120 4.38902
C: -2.45111 0.11223 3.03750
C: -2.29903 -1.19400 2.41596
H: -2.99064 0.95127 2.61484
C: -1.55238 -2.02218 3.32487
C: -1.38225 -1.28012 4.55057
H: -0.85953 -1.62195 5.44394
H: -2.05472 0.75961 5.14492
H: -2.75139 -1.51490 1.48412
H: -1.26113 -3.04861 3.11355
C: 1.97617 0.31935 2.97363
C: 1.65419 -0.56693 4.04086
C: 1.23072 -1.81481 3.49601
H: 1.73335 -0.31323 5.09114
C: 1.22809 -1.70150 2.04284
C: 1.70346 -0.35435 1.72604
H: 1.95530 0.01278 0.74682
H: 2.40268 1.30022 3.06893
H: 0.92078 -2.67908 4.05410
H: 1.00965 -2.48140 1.31672
C: 0.27984 2.18429 5.24347
C: -0.34702 2.58443 3.92610
C: 0.15515 3.93719 3.48580
O: -0.09281 1.75313 2.79174
H: 1.36516 2.12368 5.12148
H: -0.10078 1.23599 5.64016
H: 0.06891 2.94367 6.00812
H: -1.44669 2.67238 4.07739
H: 1.23151 3.86478 3.24424
H: -0.37305 4.24526 2.58378
H: 0.00052 4.67316 4.27431

Kohn-Sham gap (spin up / spin down): 3.38 / 5.19 eV
HOMO energy (spin up / spin down): -0.9965 / -2.8120 eV
multiplicity: 6
total charge: -1
total energy: -42676.349 eV
LUMO level (spin up / spin down): 2.380 / 2.377 eV

***

> multiplicity of number 3 (C26H37IrO6)?

6